1.
Formula: C5H3Cl
Source: OMol25
Level of theory: ωB97M-V with the def2-TZVPD basis set

CARTESIAN COORDINATES (ANGSTROEM)
C -0.72916 1.97406 -0.40686
C 0.45536 -1.95852 -0.59902
C 0.16624 1.40213 0.11616
C 0.65883 -1.03556 0.11552
C 1.26971 0.09351 0.57542
Cl 2.83424 0.31481 -0.20502
H -1.63964 2.68794 -0.60894
H 0.29137 -2.88263 -1.14472
H 1.19657 0.23104 1.69735

Force components x, y, z for each atom (eV/Å):
-4.3 3.5 -0.9
-1.3 -10.4 -7.7
4.2 -4.5 1.3
-0.5 7.8 7.1
-3.9 4.6 1.5
2.1 0.5 -0.6
2.5 -2.0 0.2
0.1 0.9 0.3
1.0 -0.4 -1.3

Properties
- <S²>: 2.01
- Spin multiplicity: 3
- Energy: -652.11852 Eh
- Total charge: 0
- Gap between HOMO and LUMO (alpha / beta): 6.35 / 7.12 eV

And the Mulliken charges, in e, turn out to be: 0.109, -0.624, -0.691, -0.041, 0.437, -0.200, 0.330, 0.401, 0.278

2.
Formula: C5H3Cl2F2NS2
Source: OMol25
Level of theory: ωB97M-V with the def2-TZVPD basis set

CARTESIAN COORDINATES (ANGSTROEM)
C -1.55098 -0.81857 -1.36906
C -0.95566 -0.79808 -0.15121
C -3.29247 -0.19819 -0.19275
C 1.58981 -1.02593 0.31594
C 2.34260 1.56011 0.82945
N -2.87988 -0.44768 -1.37726
F 3.07941 1.17850 -0.25434
F 1.34194 2.31322 0.35708
S -2.01491 -0.22585 1.11803
S 1.76771 -0.05730 1.71551
Cl -4.87354 0.29158 0.11973
Cl 1.80057 -2.71858 0.35377
H -1.04302 -0.82003 -2.36708
H 1.60637 -0.40768 -0.58233
H 3.08207 2.17449 1.48453

Force components x, y, z for each atom (eV/Å):
1.1 0.8 -0.7
1.3 0.2 0.4
1.4 0.4 0.6
-2.6 0.8 -0.6
1.6 -0.2 0.6
-0.4 -0.3 0.4
-0.1 0.1 0.1
0.0 -0.3 0.5
-0.7 -0.8 -2.1
0.7 1.3 0.1
-0.7 0.2 0.4
0.2 0.6 -0.1
-0.4 -0.6 1.2
0.3 -1.1 -0.2
-1.7 -1.1 -0.7

Properties
- ΔE to the lowest compared entry with this formula, charge and spin: 128.97 kJ/mol
- Spin multiplicity: 1
- Energy: -2163.40765 Eh
- Total charge: 0
- Gap between HOMO and LUMO (alpha / beta): 7.96 / 7.11 eV

And the Mulliken charges, in e, turn out to be: -0.496, 0.279, 0.420, -0.150, 0.247, -0.429, -0.240, -0.181, -0.154, -0.043, -0.157, -0.090, 0.328, 0.415, 0.251

3.
Formula: C5H3Cl6NO
Source: OMol25
Level of theory: ωB97M-V with the def2-TZVPD basis set

CARTESIAN COORDINATES (ANGSTROEM)
O 2.09236 -0.94420 -1.58750
C 1.16914 -0.60490 -0.89946
N 0.42233 0.51411 -1.32017
C -0.76477 1.04477 -0.70271
Cl -2.21546 0.18089 -1.13675
Cl -0.94617 2.67265 -1.24396
C -0.40215 0.90184 0.80408
Cl 1.25669 1.60145 1.15028
Cl -1.66956 1.80285 1.63768
C -0.41455 -0.55475 1.12984
C 0.63140 -1.37534 0.28687
Cl -0.00816 -2.84431 -0.38497
Cl 1.97498 -1.82830 1.38806
H 0.65008 0.85226 -2.23615
H -1.42905 -0.80634 0.98643
H -0.34711 -0.61268 2.12844

Force components x, y, z for each atom (eV/Å):
0.3 -0.3 0.6
-0.5 1.5 -1.9
-0.4 -1.1 0.1
2.8 -0.5 0.0
-0.9 -0.6 -0.2
0.0 1.1 -0.2
-0.2 1.3 -0.5
-1.1 0.0 0.0
0.1 -0.2 0.9
0.3 0.3 -2.8
-0.1 0.7 1.8
-0.7 -0.6 -0.2
0.0 0.2 -0.2
0.2 0.0 -0.3
-1.0 -1.0 -0.8
1.2 -0.7 3.7

Properties
- ΔE to the lowest compared entry with this formula, charge and spin: 0.00 kJ/mol
- Spin multiplicity: 1
- Energy: -3083.47785 Eh
- Total charge: 0
- SMILES: O=C1NC(Cl)(Cl)C(Cl)(Cl)CC1(Cl)Cl
- Gap between HOMO and LUMO: 10.97 eV

And the Mulliken charges, in e, turn out to be: -0.568, -0.091, -0.140, 0.379, -0.092, -0.123, 0.450, -0.082, -0.102, -1.911, 1.138, -0.141, -0.129, 0.247, 0.563, 0.602

4.
Formula: C5H3ClF2N4O2S
Source: OMol25
Level of theory: ωB97M-V with the def2-TZVPD basis set

CARTESIAN COORDINATES (ANGSTROEM)
C -4.26113 -0.08232 -0.32051
C -2.95092 -0.52960 -0.01179
C -1.76808 0.24687 0.21838
C -0.75139 -0.67709 0.34706
C 2.02860 1.08631 -0.31754
N -5.24215 0.39455 -0.72665
N -2.62303 -1.83363 -0.10647
N -1.21600 -1.85806 -0.00081
N 3.35057 0.96677 -0.72842
O 2.37769 -1.45563 0.83292
O 1.46350 0.20365 2.41731
F 1.65502 2.31689 0.07779
F 1.26399 0.59932 -1.30536
S 1.57711 -0.28802 1.09030
Cl -1.75931 1.90611 0.29724
H -0.81380 -2.74516 0.06030
H 3.54752 0.81337 -1.67619
H 4.12180 0.93568 -0.14755

Force components x, y, z for each atom (eV/Å):
-1.6 1.1 -0.9
2.2 -1.6 -0.1
-0.8 -1.4 0.3
3.0 1.9 0.3
1.2 -1.1 -0.4
1.4 -0.9 0.9
1.3 0.5 -0.5
-3.7 0.6 0.5
-2.0 0.5 0.3
-0.6 0.5 -0.3
-0.1 0.5 0.3
-0.2 -1.1 0.0
-0.4 0.9 0.0
-2.1 -0.5 -1.2
0.3 1.4 0.2
0.8 -1.3 0.2
-0.2 -0.4 -1.2
1.3 0.1 1.6

Properties
- Spin multiplicity: 1
- Energy: -1619.80378 Eh
- Total charge: 0
- Gap between HOMO and LUMO: 7.72 eV

And the Mulliken charges, in e, turn out to be: 0.135, 0.311, 0.727, -0.402, 0.694, -0.429, -0.758, 0.221, -0.378, -0.529, -0.507, -0.206, -0.236, 0.970, -0.218, 0.226, 0.196, 0.183

5.
Formula: C5H3ClO2
Source: OMol25
Level of theory: ωB97M-V with the def2-TZVPD basis set

CARTESIAN COORDINATES (ANGSTROEM)
C -0.27412 0.62151 0.27491
C -1.38946 -1.20465 -0.50126
C -0.04596 -1.40646 -0.39182
C 1.21968 -2.06512 -0.56448
C 0.70671 -0.25346 0.06797
H -2.25249 -1.98177 -0.52595
H 1.44173 -2.67687 0.31776
H 1.45201 -2.42453 -1.49252
O -1.53797 0.15864 -0.06820
O 1.99406 -0.87648 -0.23320
Cl -0.32889 2.27500 0.63530

Force components x, y, z for each atom (eV/Å):
-0.7 1.7 -0.3
0.8 -0.3 1.2
-1.7 1.0 0.0
1.1 -1.0 2.9
-1.0 -2.6 -1.7
1.5 2.3 -0.2
-0.1 -0.9 -0.8
0.9 -1.2 -2.2
0.5 -1.9 0.2
-1.5 2.4 0.7
0.2 0.5 0.3

Properties
- ΔE to the lowest compared entry with this formula, charge and spin: 359.93 kJ/mol
- Spin multiplicity: 1
- Energy: -802.83931 Eh
- Total charge: 0
- Gap between HOMO and LUMO: 9.62 eV

And the Mulliken charges, in e, turn out to be: 0.009, -0.590, 0.317, -0.091, 0.503, 0.287, 0.173, 0.299, -0.287, -0.433, -0.188

6.
Formula: C5H3F
Source: OMol25
Level of theory: ωB97M-V with the def2-TZVPD basis set

CARTESIAN COORDINATES (ANGSTROEM)
C -0.82770 0.50380 -0.11887
C -1.90953 -0.02494 0.08635
C 1.09308 -0.58656 0.24675
C 0.59846 0.73263 -0.30928
C 0.35127 -0.49096 -1.10539
F -3.13041 -0.21979 0.40007
H 2.20701 -0.64179 0.12637
H 0.67715 -0.96887 1.05509
H 0.94066 1.69649 -0.38109

Force components x, y, z for each atom (eV/Å):
-1.8 -0.2 0.6
0.8 1.6 0.2
3.3 2.7 -4.3
-1.8 -2.9 1.1
1.1 -0.4 -0.4
0.2 -0.5 -0.3
-1.1 -0.5 0.1
-1.7 -1.7 3.6
1.0 1.9 -0.5

Properties
- ΔE to the lowest compared entry with this formula, charge and spin: 419.35 kJ/mol
- Spin multiplicity: 1
- Energy: -291.89171 Eh
- Total charge: 0
- Gap between HOMO and LUMO: 8.85 eV

And the Mulliken charges, in e, turn out to be: -0.334, 0.693, -0.451, -0.216, -0.420, -0.223, 0.208, 0.270, 0.473

7.
Formula: C5H3FN2O3
Source: OMol25
Level of theory: ωB97M-V with the def2-TZVPD basis set

CARTESIAN COORDINATES (ANGSTROEM)
O -2.40120 -0.68103 -0.00720
C -1.44739 -0.85306 0.78721
C -0.21877 -0.04842 0.68295
N -0.30422 1.29986 0.33752
C 0.81690 2.22433 0.16610
O 0.54165 3.42012 0.22992
N 2.01308 1.74878 0.53593
C 2.28216 0.45081 0.70768
O 3.41537 0.06308 0.94657
C 1.08680 -0.56897 0.78540
F 1.11364 -1.88715 0.96993
H -1.10694 -1.86456 1.03614
H -1.10565 1.71082 -0.06818
H 2.72305 2.39386 0.29850

Force components x, y, z for each atom (eV/Å):
1.7 0.3 3.0
-0.3 -1.3 -4.9
3.0 1.8 -0.2
2.5 0.5 -0.5
-4.9 1.2 3.6
0.8 -1.1 -1.9
-0.7 0.0 -1.4
1.5 -4.9 1.4
-0.8 0.3 -0.5
-3.5 2.9 -0.4
1.7 0.1 0.3
-1.1 -0.3 1.2
-1.3 0.0 0.0
1.4 0.4 0.3

Properties
- ΔE to the lowest compared entry with this formula, charge and spin: 80.94 kJ/mol
- Spin multiplicity: 1
- Energy: -627.38399 Eh
- Total charge: 0
- SMILES: O=Cc1[nH]c(=O)[nH]c(=O)c1F
- Gap between HOMO and LUMO: 8.00 eV

And the Mulliken charges, in e, turn out to be: -0.442, -0.196, 0.469, -0.172, 0.271, -0.594, -0.036, 0.298, -0.579, 0.426, -0.262, 0.326, 0.231, 0.260

8.
Formula: C5H3FO2
Source: OMol25
Level of theory: ωB97M-V with the def2-TZVPD basis set

CARTESIAN COORDINATES (ANGSTROEM)
O 2.18684 -1.14575 -0.01389
C 1.25553 -0.40483 0.02164
C 1.21194 1.02260 0.01971
C 0.12491 1.77249 -0.02294
C -1.12781 1.12720 -0.00680
C -1.11908 -0.22593 -0.00607
F -2.16776 -1.00388 0.00944
O -0.04870 -0.95041 -0.01244
H 2.21498 1.50394 0.08210
H 0.19227 2.90994 -0.05024
H -2.07542 1.64111 0.06060

Force components x, y, z for each atom (eV/Å):
-0.1 -0.1 0.2
-0.4 0.2 -0.4
3.6 0.9 0.3
-0.9 1.8 0.1
-1.5 -0.5 0.0
0.1 1.1 0.1
-0.7 0.1 0.0
0.9 -1.3 0.0
-0.9 -0.5 -0.2
-0.1 -1.8 0.1
0.1 0.0 -0.2

Properties
- ΔE to the lowest compared entry with this formula, charge and spin: 16.21 kJ/mol
- Spin multiplicity: 1
- Energy: -442.65690 Eh
- Total charge: 0
- SMILES: O=c1cccc(F)o1
- Gap between HOMO and LUMO: 9.44 eV

And the Mulliken charges, in e, turn out to be: -0.539, 0.267, -0.413, 0.008, -0.374, 0.525, -0.248, -0.238, 0.302, 0.327, 0.382